(1)
Molecular formula: C6H14BBeCl14
Method: DFT, ωB97M-V/def2-TZVPD

## Properties
Frontier orbital gap: 1.65 eV
Energy above the lowest of the compared OMol25 structures with the same formula, charge and spin: 167.9 kcal/mol
Total charge: +1

The geometry in XYZ format:
```
36
Properties=species:S:1:pos:R:3:forces:R:3:mulliken_charge:R:1
Cl -1.29880 6.78658 -0.66323 0.365 0.222 -0.077 -0.13
Cl 4.99635 -1.75712 6.29486 -0.018 0.184 -0.215 -0.14
Cl 6.80056 3.03754 -2.69189 -0.864 -0.585 0.644 -0.11
Cl -0.08798 -4.93138 -3.46234 -1.116 0.520 -1.418 -0.09
Cl -2.77267 0.83368 -5.64708 -0.057 -0.439 0.099 -0.12
Cl 6.16900 3.08850 0.14005 -0.039 0.096 0.170 -0.11
Cl 0.12259 -6.24168 -0.94900 0.724 0.295 -0.419 -0.14
Cl 6.16434 0.54487 -1.22530 -0.147 0.272 -0.220 -0.11
Cl -8.55364 -5.75288 0.54421 1.027 -0.257 0.014 -0.14
Cl -3.99639 6.46642 0.25731 -0.055 0.399 -0.040 -0.16
Cl 2.18554 -6.66939 -3.05285 -0.440 0.544 0.448 -0.11
Cl -0.61696 2.73463 -5.78127 -0.363 -0.051 0.657 -0.13
Cl 3.68251 0.85196 6.25669 0.807 -0.179 -0.541 -0.15
Cl -6.22332 -4.47056 1.73565 0.257 0.016 0.207 -0.15
C 1.03661 -5.49188 -2.33450 0.649 -0.797 1.143 0.07
C 5.80376 2.27490 -1.37723 0.668 0.252 -0.215 0.06
C -6.76275 -5.84931 0.79699 -0.458 -0.524 -0.662 -0.25
C -2.74932 7.66967 -0.21267 -0.482 -0.381 0.174 -0.22
C -1.61754 1.72253 -4.66882 0.399 0.421 -0.365 -0.19
C 5.02518 -0.12699 5.55343 -0.128 -0.758 0.427 -0.22
B -0.03371 0.00407 1.26517 1.758 2.342 -0.853 -0.13
Be -2.65521 0.29406 4.74468 0.217 -0.020 -0.436 0.86
H -0.89929 1.08936 -4.14794 -0.401 -0.174 -0.172 0.24
H -2.21131 2.31271 -3.97082 0.424 0.248 -0.218 0.25
H -6.49275 -6.80244 1.25167 -0.390 0.320 0.517 0.27
H 1.57160 -4.61088 -1.97993 0.184 -0.555 0.246 0.28
H 6.01949 0.25448 5.78563 -0.471 0.464 0.052 0.27
H -1.00095 -0.47209 1.22087 -3.880 -5.104 0.024 0.09
H 4.73495 2.40500 -1.54695 0.377 -0.034 -0.377 0.29
H 0.35624 -0.39194 2.19003 -0.176 -1.351 5.248 0.07
H -6.23478 -5.86568 -0.15647 -0.423 0.451 -0.074 0.26
H -0.21688 1.06197 1.37251 1.445 4.599 0.731 0.02
H 0.54046 -0.26545 0.39228 0.640 -0.471 -4.706 0.03
H 4.90049 -0.26792 4.47979 -0.206 0.292 0.256 0.25
H -2.56853 8.30154 0.65690 0.090 -0.124 -0.265 0.26
H -3.11682 8.23296 -1.07043 0.085 -0.134 0.213 0.26
```
Positions in Å, forces in eV/Å.


(2)
Molecular formula: C6H14Br4ClN2O8
Method: DFT, ωB97M-V/def2-TZVPD

## Properties
Frontier orbital gap: 9.20 eV
Total charge: -1

The geometry in XYZ format:
```
35
Properties=species:S:1:pos:R:3:forces:R:3:mulliken_charge:R:1
Br -2.38341 -1.08661 -4.89234 0.275 0.488 -0.111 -0.18
Br 3.05902 -2.99337 0.49699 0.086 0.190 0.295 -0.18
Br 1.78188 -2.76498 -3.92738 0.176 0.229 0.285 -0.19
Br -3.51362 2.96510 -2.97067 -0.242 -0.572 -0.353 -0.20
Cl -0.91910 -0.25744 0.05989 0.245 0.370 -0.042 1.62
O 4.71932 -0.39091 4.23842 0.136 1.947 -1.143 -0.54
O -1.77975 0.45296 -0.89492 0.646 -1.072 0.178 -0.62
O -1.64862 -0.53129 1.25580 -0.974 -0.290 0.719 -0.71
O -0.44661 -1.55959 -0.44593 -0.040 1.673 -0.298 -0.62
O -2.65471 3.39742 4.02754 0.560 0.509 -0.383 -0.55
O -3.85098 1.99356 5.11316 0.020 0.249 0.402 -0.55
O 4.97615 1.75784 3.86459 0.482 0.019 0.682 -0.52
O 0.15958 0.64931 0.42727 0.246 -0.781 -0.733 -0.67
N 4.65550 0.64195 3.54198 -0.860 -1.584 0.135 0.85
N -3.13438 2.30743 4.17513 -1.047 -1.036 0.411 0.91
C 4.07300 0.54636 2.14116 -0.335 -1.085 1.625 -0.51
C -2.24736 0.80821 -4.37620 -2.226 -0.163 0.188 -0.56
C -3.52356 1.07667 -3.54959 2.157 -0.003 0.582 -0.61
C -2.95287 1.23523 3.17632 0.847 -0.756 -0.746 -0.70
C 2.21734 -3.28088 -1.20511 -0.513 -0.901 -0.597 -0.51
C 2.47786 -2.15264 -2.17488 -0.341 -1.048 -0.507 -0.51
H 1.14792 -3.35224 -1.09135 -0.352 0.207 0.586 0.31
H -4.39995 0.78082 -4.05026 -1.197 0.236 -0.647 0.50
H -1.45450 0.92281 -3.70516 1.501 -0.070 0.708 0.35
H -2.15279 1.45379 -5.23403 0.012 -0.137 -0.389 0.40
H 2.51119 -4.30750 -1.51593 0.315 1.033 -0.169 0.40
H 3.50717 -1.94404 -2.32085 0.925 0.093 -0.172 0.41
H -3.44791 0.33167 3.50644 -0.393 0.240 0.186 0.33
H -1.90352 0.93524 3.07295 -0.126 0.687 -0.041 0.30
H -3.39759 0.48823 -2.64369 -0.238 0.199 0.153 0.30
H 3.49577 1.44147 2.02410 -0.267 0.261 -0.294 0.30
H 4.93441 0.51419 1.52220 0.546 -0.026 -0.823 0.29
H 3.48397 -0.37927 2.10611 0.215 0.460 -0.208 0.12
H 1.94436 -1.24994 -1.95696 -0.410 0.263 0.365 0.27
H -3.33322 1.55046 2.20523 0.168 0.170 0.158 0.27
```
Positions in Å, forces in eV/Å.


(3)
Molecular formula: C6H14ClFIP
Method: DFT, ωB97M-V/def2-TZVPD

## Properties
Frontier orbital gap: 8.29 eV

The geometry in XYZ format:
```
24
Properties=species:S:1:pos:R:3:forces:R:3:mulliken_charge:R:1
I 4.50530 0.87749 1.36957 -0.658 -0.603 -0.449 0.00
Cl 0.02044 -2.09848 -2.40385 -0.364 1.326 1.641 -0.16
P 0.13853 0.57668 -0.69746 0.755 -1.603 -0.677 0.10
F -0.26027 -1.81508 1.83956 -0.038 0.482 -0.789 -0.85
C 1.57414 0.48141 2.29012 1.062 0.236 0.375 -0.80
C -2.28535 -0.73709 -1.51832 -0.268 0.147 -0.817 -0.53
C 2.49982 -0.04789 1.04504 -1.112 -0.096 0.717 -0.31
C 2.02669 0.45864 -0.44049 1.727 0.627 0.224 -0.59
C -3.02035 0.42999 -0.63071 -0.650 -0.350 0.696 -0.94
C -0.74166 -1.09957 -0.99150 -2.565 -0.033 -0.712 -0.13
H 2.45047 1.56801 -0.56123 -1.193 -2.258 0.227 0.42
H -2.86132 -1.77642 -1.52605 1.150 2.374 0.264 0.35
H 2.33345 0.79496 3.15633 -1.929 -0.750 -1.823 0.36
H -2.28199 -0.36755 -2.64721 0.284 -0.843 2.331 0.30
H -0.05490 1.34843 -1.93325 0.155 -0.702 1.221 0.15
H -2.92126 0.14162 0.51613 -0.040 0.851 -2.329 0.31
H 0.88263 -0.40351 2.61860 0.823 1.545 -0.862 0.23
H 2.62080 -1.20615 1.16306 -0.251 2.348 -0.597 0.41
H -4.19483 0.51397 -0.82418 2.669 -0.424 0.140 0.31
H 2.59308 -0.16723 -1.28343 -1.757 1.220 1.689 0.33
H 0.98637 1.45897 2.00624 1.084 -1.861 0.517 0.19
H -0.54269 1.31319 0.33803 0.656 -0.632 -0.678 0.18
H -0.86817 -1.75966 -0.02797 1.172 1.326 -0.849 0.41
H -2.59893 1.51526 -0.85703 -0.711 -2.328 0.538 0.26
```
Positions in Å, forces in eV/Å.


(4)
Molecular formula: C6H14ClI2NO3PTc
Method: DFT, ωB97M-V/def2-TZVPD

## Properties
Frontier orbital gap (spin up / spin down): 5.88 / 5.87 eV
Energy above the lowest of the compared OMol25 structures with the same formula, charge and spin: 7.4 kcal/mol
<S²>: 4.016
Total charge: +3
2S+1: 4

The geometry in XYZ format:
```
29
Properties=species:S:1:pos:R:3:forces:R:3:mulliken_charge:R:1
I -2.99194 -1.65650 -0.19812 1.482 0.553 0.727 0.47
I 0.89416 0.60494 2.62408 0.149 -0.376 -0.821 0.53
Tc -0.69982 -0.42760 0.49666 1.868 -2.907 -2.048 -0.46
Cl 0.88183 -0.10610 -1.37228 -1.598 -0.155 1.638 -0.20
P -1.61947 1.38581 -0.49692 -2.152 4.436 -2.773 1.17
O -2.39725 0.63745 2.82185 1.500 -1.308 -1.855 -0.09
O 0.01642 -2.42354 0.66037 1.470 0.137 0.352 -0.50
O 1.89703 -1.26618 1.10990 -1.039 -0.387 0.551 -0.65
N 3.58766 -2.92674 0.98228 0.186 -0.489 -0.466 -0.29
C 1.28181 -2.34520 0.82934 -0.271 0.946 -0.143 1.04
C -2.16616 1.19669 -2.24505 -0.526 -0.289 0.053 -1.10
C -0.53057 2.86415 -0.62697 0.902 -0.893 -0.004 -1.10
C -1.75436 0.16649 1.99757 -3.267 1.871 2.983 0.48
C 2.23553 -3.47950 0.56888 0.235 -0.227 0.049 -0.58
C -3.18700 2.16346 0.08470 0.556 -0.576 1.076 -1.21
H 2.23281 -3.71411 -0.50740 0.094 0.022 0.338 0.33
H -2.63291 2.16354 -2.53786 0.451 -0.578 0.284 0.43
H -3.89829 1.38471 0.34461 -0.304 0.063 0.008 0.41
H -1.34985 0.97134 -2.90177 0.469 -0.142 -0.352 0.38
H 0.40016 2.59377 -1.15327 -0.413 0.179 0.174 0.39
H 4.24079 -3.70786 1.12935 0.101 0.294 0.071 0.37
H -3.58168 2.76986 -0.72864 0.111 0.001 0.082 0.47
H -1.05148 3.63702 -1.18872 -0.231 -0.065 0.006 0.42
H -2.98887 2.78002 0.96896 -0.177 -0.038 -0.161 0.43
H 3.97195 -2.28972 0.25664 -0.128 -0.489 0.428 0.36
H 2.03189 -4.40604 1.13011 -0.078 0.436 -0.135 0.39
H -0.27353 3.23264 0.35572 0.025 0.217 0.295 0.37
H -2.93270 0.41203 -2.33225 0.243 0.308 0.012 0.40
H 3.47268 -2.34560 1.83267 0.340 -0.545 -0.369 0.35
```
Positions in Å, forces in eV/Å.


(5)
Molecular formula: C6H14ClNO4P
Method: DFT, ωB97M-V/def2-TZVPD

## Properties
Frontier orbital gap: 11.56 eV
Total charge: +1

The geometry in XYZ format:
```
27
Properties=species:S:1:pos:R:3:forces:R:3:mulliken_charge:R:1
Cl -1.67041 2.07866 1.31809 -0.037 0.125 -0.015 -0.18
P 1.98465 -2.05300 0.16699 0.057 0.086 0.126 0.89
O 0.37462 2.52166 -1.68959 -0.130 0.004 0.103 -0.45
O 1.38651 -1.72756 1.60050 -0.232 0.193 -0.235 -0.52
O 1.92842 -3.43946 -0.24873 0.038 -0.150 -0.043 -0.62
O 3.41422 -1.34734 0.23748 -0.226 -0.038 -0.144 -0.51
N 0.23771 0.13023 -0.59621 -0.007 -0.246 0.032 -0.02
C 1.06232 1.15795 0.10700 0.078 0.234 0.085 -0.72
C -2.10303 0.77942 0.15933 -0.085 -0.222 -0.081 0.49
C 0.76871 2.50728 -0.55444 -0.053 -0.125 -0.022 -0.13
C -1.02709 -0.29346 0.11128 -0.092 -0.024 -0.003 -1.15
C 1.04484 -1.04891 -1.06429 0.053 0.150 0.028 -0.79
C -3.44108 0.16947 0.56297 0.050 0.166 0.158 -1.41
H 0.92624 3.41753 0.03891 0.165 -0.033 -0.063 0.40
H -2.19790 1.25975 -0.81618 0.071 0.031 0.010 0.44
H -3.48151 0.02621 1.64169 0.044 -0.125 -0.008 0.37
H 4.07022 -1.82574 -0.29127 0.132 0.036 0.110 0.37
H 0.84932 1.18960 1.17177 -0.112 -0.098 -0.043 0.47
H -4.24746 0.84737 0.29389 -0.025 -0.022 -0.014 0.37
H 1.70223 -0.91764 2.01903 0.231 -0.133 0.191 0.37
H -3.59863 -0.79018 0.07117 -0.048 0.041 -0.073 0.40
H 0.37541 -1.72631 -1.59102 0.003 -0.017 0.027 0.55
H 1.77248 -0.65609 -1.77622 -0.038 -0.067 -0.064 0.51
H -0.76871 -0.67136 1.09780 0.039 0.066 0.017 0.39
H -1.41760 -1.12606 -0.47413 0.029 0.002 -0.022 0.52
H -0.06435 0.61561 -1.45816 0.102 0.112 -0.013 0.47
H 2.11983 0.92238 -0.03766 -0.008 0.054 -0.043 0.47
```
Positions in Å, forces in eV/Å.


(6)
Molecular formula: C6H14ClO3PS
Method: DFT, ωB97M-V/def2-TZVPD

## Properties
Frontier orbital gap (spin up / spin down): 8.21 / 8.21 eV
Energy above the lowest of the compared OMol25 structures with the same formula, charge and spin: 98.4 kcal/mol

The geometry in XYZ format:
```
26
Properties=species:S:1:pos:R:3:forces:R:3:mulliken_charge:R:1
Cl 4.72454 -1.86325 0.61358 0.454 0.008 0.132 -0.29
S 3.10041 -0.83239 -0.19646 -2.280 -0.623 -1.813 0.87
P 4.01957 2.08408 -0.11721 0.861 -0.455 2.414 -0.08
O 2.00072 -1.82146 -0.15236 1.145 1.203 0.201 -0.56
O 3.47191 -0.39019 -1.55542 -0.083 -1.217 1.194 -0.54
O 1.43581 1.53672 0.19564 1.528 1.253 -0.707 -0.14
C -2.87150 -0.81884 -0.77412 1.256 -0.527 3.547 -0.67
C -2.02813 0.13032 0.10194 -0.271 -1.255 -0.809 -0.88
C -4.00890 -1.44671 0.04635 -0.107 2.156 0.747 -1.14
C 2.58518 1.31442 0.76456 0.269 -1.079 -1.208 -0.26
C 0.22648 1.09819 0.76498 -1.988 1.159 -0.982 -0.62
C -0.63061 0.42982 -0.38047 2.174 1.913 0.006 -0.37
H 0.00794 -0.40264 -0.63700 -0.421 -0.954 -0.031 0.23
H -3.12117 -0.25319 -1.57978 -1.428 1.297 -2.554 0.45
H -2.09386 -0.22711 1.11885 0.652 -0.282 0.457 0.47
H -4.78290 -0.63276 0.41942 1.652 -1.689 -0.467 0.25
H -2.22909 -1.58284 -1.10478 0.744 -1.289 -0.592 0.44
H -0.45591 1.09430 -1.32244 -1.081 -0.764 1.620 0.28
H 3.62538 1.58272 -1.32968 -0.184 -0.218 -0.675 0.14
H -2.64742 0.96820 0.09891 -0.593 2.132 0.272 0.35
H 4.78269 0.86978 0.32816 -0.225 1.668 -0.661 0.10
H 2.63659 0.85062 1.76317 -0.152 0.654 -0.190 0.51
H -3.56529 -2.05315 0.88292 -0.715 0.660 -0.713 0.31
H -4.50511 -2.05465 -0.65312 -1.084 -1.167 -0.433 0.42
H 0.58385 0.41745 1.46715 -0.485 -1.523 1.681 0.48
H -0.26117 2.00254 1.23721 0.359 -1.060 -0.436 0.27
```
Positions in Å, forces in eV/Å.